1.
103
Properties=species:S:1:pos:R:3 method="wB97M-V/def2-TZVPD" fmax_ev_per_a=3.78 s_squared=3.754 homo_energy_ev="-6.9 / -6.9" multiplicity=4 orbital_gap_ev="5.8 / 5.8" lumo_energy_ev="-1.08 / -1.07"
Nd -10.40 -4.10 13.82
C -5.30 -6.57 19.70
C -6.75 -6.90 19.84
C -7.41 -6.17 20.99
C -6.75 -8.44 20.29
C -7.48 -6.54 18.54
C -8.32 -5.46 18.43
C -8.77 -5.06 17.16
Se -10.08 -3.64 17.03
C -11.80 -4.52 17.32
C -12.11 -4.73 18.65
C -13.43 -5.16 18.91
C -14.25 -5.45 17.80
C -13.98 -5.14 16.50
C -12.65 -4.76 16.21
O -12.18 -4.68 14.99
C -15.10 -5.24 15.44
C -15.14 -6.74 15.01
C -14.91 -4.29 14.24
C -16.48 -4.88 16.12
C -13.95 -5.38 20.34
C -14.19 -6.85 20.65
C -15.27 -4.66 20.53
C -12.96 -4.86 21.41
C -8.28 -5.73 16.02
O -8.62 -5.33 14.82
C -7.55 -6.98 16.16
C -7.18 -7.36 17.43
C -7.08 -7.78 14.93
C -6.26 -6.88 13.95
C -8.37 -8.30 14.29
C -6.27 -9.06 15.38
H -4.97 -6.67 20.71
H -5.10 -5.55 19.41
H -4.77 -7.17 18.95
H -6.81 -6.44 21.91
H -8.44 -6.44 21.10
H -7.44 -5.02 20.99
H -6.40 -8.38 21.32
H -5.95 -8.95 19.82
H -7.71 -8.92 20.14
H -8.65 -4.87 19.28
H -11.31 -4.67 19.42
H -15.24 -5.85 18.14
H -14.20 -7.10 14.64
H -15.85 -7.01 14.26
H -15.30 -7.35 15.91
H -13.97 -4.47 13.69
H -14.83 -3.23 14.63
H -15.78 -4.48 13.65
H -16.94 -5.64 16.75
H -17.17 -4.46 15.39
H -16.31 -3.97 16.76
H -15.00 -7.36 20.14
H -14.43 -6.92 21.70
H -13.32 -7.51 20.39
H -16.09 -5.21 20.04
H -15.28 -3.61 20.19
H -15.53 -4.69 21.53
H -12.01 -5.41 21.44
H -13.52 -5.03 22.33
H -12.83 -3.77 21.29
H -6.58 -8.24 17.60
H -6.75 -5.94 13.79
H -5.97 -7.37 12.98
H -5.29 -6.73 14.44
H -8.91 -7.42 13.84
H -9.05 -8.76 15.06
H -8.24 -9.05 13.47
H -5.35 -8.79 15.98
H -5.79 -9.62 14.53
H -6.86 -9.68 16.04
F -12.98 -9.46 13.57
C -12.35 -8.51 12.80
C -11.86 -7.43 13.52
C -11.19 -6.42 12.88
C -10.99 -6.47 11.50
C -11.72 -7.49 10.76
F -11.97 -7.25 9.43
C -12.38 -8.54 11.36
C -10.19 -5.46 10.79
C -9.70 -5.75 9.48
C -8.62 -4.98 8.95
C -8.18 -3.85 9.70
C -8.87 -3.52 10.85
N -9.89 -4.24 11.40
H -11.95 -7.51 14.56
H -12.87 -9.31 10.78
H -10.11 -6.66 9.01
H -8.02 -5.19 8.05
H -7.38 -3.20 9.35
H -8.54 -2.62 11.36
Br -8.33 -1.84 13.85
C -10.06 -0.97 13.86
C -10.09 0.41 14.03
C -11.33 0.96 14.27
C -12.51 0.24 13.99
C -12.37 -1.08 13.68
N -11.17 -1.70 13.79
H -9.15 0.99 14.14
H -11.41 1.96 14.71
H -13.54 0.67 14.14
H -13.20 -1.63 13.17



2.
96
Properties=species:S:1:pos:R:3 method="wB97M-V/def2-TZVPD" charge=+1 fmax_ev_per_a=2.39 s_squared=0.755 homo_energy_ev="-12.3 / -12.3" multiplicity=2 orbital_gap_ev="10.0 / 3.6" lumo_energy_ev="-2.27 / -8.70"
C -1.68 1.11 -1.88
O -0.55 0.73 -1.05
C -0.95 0.13 0.19
C 0.29 -0.40 0.96
O 1.03 -1.23 0.13
C 2.13 -1.91 0.65
H -2.23 0.36 -2.45
H -1.47 1.84 -2.66
H -2.47 1.50 -1.25
H -1.69 -0.65 -0.01
H -1.46 0.93 0.71
H 0.09 -0.89 1.91
H 0.96 0.44 1.18
H 1.91 -2.78 1.28
H 2.88 -1.23 1.04
H 2.54 -2.33 -0.27
Cl -2.82 -4.17 0.97
C -1.54 -3.81 2.14
C -0.85 -5.09 2.72
Cl 0.20 -5.86 1.46
H -1.93 -3.24 2.98
H -0.84 -3.17 1.61
H -1.54 -5.82 3.14
H -0.23 -4.81 3.57
Cl -0.56 -4.58 -2.56
C 0.20 -3.03 -2.34
C -0.42 -1.98 -3.33
Cl 0.13 -2.40 -5.00
H 1.27 -3.08 -2.51
H 0.02 -2.91 -1.27
H -0.10 -0.96 -3.09
H -1.50 -2.07 -3.28
Cl 4.17 -4.57 1.74
C 5.64 -4.98 2.76
C 6.77 -5.59 1.83
Cl 6.22 -7.20 1.24
H 5.22 -5.61 3.54
H 6.01 -4.03 3.15
H 7.75 -5.57 2.31
H 6.97 -4.99 0.94
Cl 3.58 -2.47 4.17
C 3.08 -0.83 4.72
C 2.01 -0.87 5.86
Cl 0.62 -1.93 5.49
H 2.87 -0.26 3.82
H 3.96 -0.30 5.10
H 1.60 0.13 6.03
H 2.43 -1.22 6.80
Cl -3.04 -0.17 -4.98
C -4.69 -0.52 -4.35
C -5.64 0.09 -5.34
Cl -5.75 -0.74 -6.87
H -4.88 -0.01 -3.41
H -4.85 -1.60 -4.33
H -5.53 1.16 -5.50
H -6.66 -0.05 -4.96
Cl 5.51 4.15 2.05
C 5.41 2.74 0.95
C 3.96 2.30 0.77
Cl 3.07 3.61 -0.07
H 5.98 1.89 1.34
H 5.88 3.08 0.03
H 3.55 2.07 1.76
H 3.97 1.38 0.18
Cl 4.11 0.97 -2.89
C 2.76 1.29 -4.14
C 1.70 2.07 -3.44
Cl 0.33 2.34 -4.67
H 2.44 0.32 -4.51
H 3.08 1.99 -4.92
H 2.02 3.05 -3.08
H 1.25 1.56 -2.59
Cl 0.84 2.96 6.29
C 0.85 3.85 4.76
C 1.22 3.03 3.51
Cl -0.01 1.75 3.50
H 1.50 4.70 4.94
H -0.16 4.26 4.72
H 2.21 2.61 3.69
H 1.27 3.60 2.58
Cl -4.59 2.46 3.14
C -4.10 2.79 1.46
C -5.09 2.13 0.47
Cl -4.80 0.37 0.34
H -3.09 2.46 1.22
H -4.21 3.87 1.32
H -5.19 2.42 -0.58
H -6.09 2.21 0.89
Cl -6.70 2.81 -3.15
C -6.03 4.27 -3.94
C -4.58 4.13 -4.41
Cl -3.52 3.81 -2.95
H -6.14 5.00 -3.14
H -6.60 4.55 -4.83
H -4.32 5.13 -4.76
H -4.37 3.51 -5.28



3.
58
Properties=species:S:1:pos:R:3 method="wB97M-V/def2-TZVPD" charge=-1 fmax_ev_per_a=0.96 homo_energy_ev="-3.7 / -3.5" orbital_gap_ev="6.3 / 6.1" lumo_energy_ev="2.62 / 2.61"
Ir -0.05 -0.02 -1.24
O -0.60 0.50 -3.37
C -0.57 1.60 -4.00
C -1.17 1.66 -5.30
C -1.16 2.78 -6.08
C -0.54 3.96 -5.64
C 0.04 3.95 -4.39
C 0.04 2.82 -3.55
C 0.66 2.94 -2.23
N 0.96 1.98 -1.36
C 1.53 2.59 -0.26
C 1.57 3.93 -0.45
N 1.02 4.14 -1.70
H -1.64 0.75 -5.64
H -1.62 2.76 -7.06
H -0.50 4.85 -6.25
H 0.55 4.85 -4.06
H 1.85 2.01 0.59
H 1.93 4.74 0.17
H 0.84 5.03 -2.12
C -3.18 -4.75 3.23
C -2.00 -3.81 3.19
C -1.49 -3.26 4.35
C -0.45 -2.34 4.31
C 0.08 -1.99 3.08
C -0.40 -2.54 1.90
C -1.45 -3.44 1.97
S 1.33 -0.73 2.98
O 1.54 -0.23 4.31
O 2.43 -1.25 2.22
N 0.67 0.46 2.10
C -0.54 1.10 2.66
C -1.52 1.44 1.55
C -2.24 0.19 1.03
O -3.15 -0.28 1.71
O -1.83 -0.30 -0.09
H -3.42 -5.04 4.25
H -2.98 -5.66 2.65
H -4.06 -4.27 2.79
H -1.92 -3.54 5.31
H -0.07 -1.88 5.21
H 0.00 -2.24 0.94
H -1.86 -3.83 1.04
H 0.58 0.20 1.10
H -0.24 1.98 3.22
H -1.04 0.41 3.35
H -1.02 1.97 0.74
H -2.29 2.10 1.98
C 2.70 -3.04 -0.89
O 1.53 -2.26 -1.10
C 1.54 -0.90 -1.06
C 2.91 -0.23 -0.93
H 3.43 -2.89 -1.69
H 2.37 -4.07 -0.90
H 3.16 -2.81 0.08
H 3.76 -0.91 -0.96
H 2.96 0.31 0.02
H 3.01 0.50 -1.73



4.
51
Properties=species:S:1:pos:R:3 method="wB97M-V/def2-TZVPD" fmax_ev_per_a=3.89 homo_energy_ev=-9.1 orbital_gap_ev=7.8 lumo_energy_ev=-1.31
C 1.47 2.02 1.81
O 1.54 3.07 0.79
B 0.29 3.76 0.67
O 0.18 5.06 1.34
C -1.03 3.23 -0.09
C -1.01 2.22 -1.07
C 0.29 1.48 -1.59
C 0.42 0.01 -0.91
C 1.26 -0.94 -1.93
I 0.12 -2.63 -2.69
C -2.43 1.77 -1.70
O -2.45 1.49 -2.91
C -3.65 1.77 -0.71
C -4.83 0.69 -0.67
Cl -4.21 -1.04 -0.40
C -5.85 0.77 -1.90
C -7.13 -0.13 -1.48
Cl -5.19 -0.03 -3.43
C -3.68 2.80 0.27
C -2.47 3.87 0.25
O -2.65 5.09 0.45
H 2.27 1.25 1.50
H 1.67 2.47 2.84
H 0.41 1.59 1.75
H -0.37 4.93 2.14
H 1.24 2.09 -1.52
H 0.12 1.28 -2.71
H 1.03 0.03 0.05
H -0.62 -0.45 -0.73
H 1.61 -0.34 -2.84
H 2.22 -1.33 -1.43
H -5.44 0.93 0.27
H -6.11 1.86 -2.05
H -7.40 0.00 -0.38
H -6.80 -1.21 -1.67
H -8.02 0.10 -2.17
H -4.49 2.89 1.06
C 5.68 -3.77 3.31
C 5.99 -2.65 2.55
C 5.48 -2.53 1.26
C 4.66 -3.53 0.75
C 4.35 -4.66 1.51
C 4.87 -4.78 2.79
N 4.10 -3.39 -0.60
O 4.41 -2.39 -1.24
O 3.36 -4.27 -1.00
H 6.07 -3.87 4.32
H 6.62 -1.87 2.96
H 5.73 -1.65 0.68
H 3.72 -5.44 1.11
H 4.63 -5.65 3.39



5.
12
Properties=species:S:1:pos:R:3 method="wB97M-V/def2-TZVPD" charge=+1 fmax_ev_per_a=5.87 homo_energy_ev=-16.3 orbital_gap_ev=11.7 lumo_energy_ev=-4.51
C 1.39 0.57 0.05
C -0.07 0.69 -0.26
C -0.76 -0.58 -0.69
N 0.70 0.58 1.07
O 2.76 0.53 -0.31
O 0.61 0.20 2.35
H -0.64 1.57 -0.52
H -1.26 -1.05 0.16
H 0.05 -1.34 -1.05
H -1.53 -0.49 -1.45
H 3.27 0.27 0.42
H -0.17 0.71 2.55



6.
29
Properties=species:S:1:pos:R:3 method="wB97M-V/def2-TZVPD" fmax_ev_per_a=4.83 homo_energy_ev="-9.0 / -8.0" orbital_gap_ev="8.1 / 7.7" lumo_energy_ev="-0.86 / -0.33"
C -3.93 -1.75 -0.41
C 1.63 -1.32 -0.26
C 4.10 -0.74 -0.10
C 0.21 3.36 0.22
C -3.15 -1.15 0.79
C -2.44 0.07 0.24
C 2.71 -0.23 -0.36
N 2.62 0.95 0.39
O -0.53 1.38 -1.51
P 0.02 1.58 -0.15
S -1.29 0.70 1.40
H -4.52 -1.06 -0.90
H -3.11 -2.25 -1.04
H -4.67 -2.60 -0.06
H 0.71 -0.89 -0.48
H 1.88 -2.08 -0.99
H 1.72 -1.64 0.77
H 4.39 -1.24 -0.92
H 4.07 -1.27 0.80
H 4.79 0.17 -0.02
H -0.76 3.82 0.21
H 0.90 3.42 1.07
H 0.66 3.83 -0.68
H -2.35 -1.81 1.10
H -3.88 -0.84 1.56
H -1.94 -0.25 -0.72
H -3.09 1.00 0.07
H 2.79 0.09 -1.39
H 2.46 0.75 1.35